Molecular formula: C20H21N3O2
Method: DFT, wB97M-V/def2-TZVPD

Output
frontier orbital gap	8.61	eV
strongest force on any atom	1.16	eV/A
E_HOMO	-8.4	eV
SMILES	CCCCC#Cc1cncc(C(=O)N/N=C/c2cccc(OC)c2)c1
energy relative to the best compared isomer or geometry (same formula, charge and spin)	101.97	kcal per mole
LUMO energy	0.184	eV

```
! wB97M-V def2-TZVPD RIJCOSX def2/J DEFGRID3
* xyz 0 1
C -7.812 -1.149 0.922
C -6.983 -0.047 0.274
C -6.603 1.038 1.279
H -6.053 0.587 2.108
H -7.509 1.493 1.684
C -5.741 2.134 0.640
C -4.465 1.618 0.198
C -3.409 1.157 -0.150
C -2.171 0.628 -0.575
C -1.815 -0.693 -0.303
C -0.586 -1.168 -0.744
C 0.220 -0.307 -1.490
N -0.103 0.950 -1.733
C -1.251 1.413 -1.278
H -1.462 2.453 -1.488
H 1.155 -0.641 -1.917
C -0.210 -2.571 -0.433
O -0.986 -3.503 -0.469
N 1.095 -2.769 -0.069
N 1.963 -1.762 0.068
C 3.164 -1.964 0.431
C 4.083 -0.850 0.536
C 5.405 -1.055 0.922
C 6.271 0.023 0.996
C 5.836 1.296 0.687
C 4.510 1.514 0.299
C 3.638 0.439 0.229
H 2.609 0.557 -0.063
O 4.174 2.798 0.011
C 2.847 3.072 -0.380
H 2.815 4.143 -0.572
H 2.570 2.531 -1.290
H 2.137 2.824 0.414
H 6.502 2.142 0.737
H 7.297 -0.131 1.295
H 5.751 -2.050 1.160
H 3.547 -2.966 0.658
H 1.371 -3.731 0.152
H -2.478 -1.343 0.250
H -5.562 2.935 1.364
H -6.265 2.564 -0.219
H -6.072 -0.475 -0.150
H -7.551 0.401 -0.545
H -7.253 -1.626 1.724
H -8.730 -0.742 1.340
H -8.076 -1.908 0.190
*
```

The net atomic charges from Löwdin, expressed in e, are:
1. C -0.116
2. C -0.274
3. C -0.224
4. H 0.118
5. H 0.113
6. C -0.209
7. C -0.014
8. C 0.022
9. C -0.207
10. C 0.061
11. C -0.110
12. C -0.104
13. N 0.078
14. C -0.084
15. H 0.119
16. H 0.113
17. C -0.426
18. O 0.082
19. N 0.060
20. N 0.035
21. C -0.082
22. C -0.210
23. C -0.054
24. C -0.078
25. C -0.002
26. C -0.267
27. C 0.036
28. H 0.091
29. O -0.080
30. C -0.084
31. H 0.093
32. H 0.089
33. H 0.097
34. H 0.117
35. H 0.105
36. H 0.105
37. H 0.128
38. H 0.166
39. H 0.134
40. H 0.118
41. H 0.121
42. H 0.103
43. H 0.111
44. H 0.072
45. H 0.070
46. H 0.068